The following is a quantum chemistry calculation of a cluster of 10 separate species, H20O10 in total, from the OMol25 dataset.

The geometry in XYZ format:
```
30
Properties=species:S:1:pos:R:3:forces:R:3:mulliken_charge:R:1
O -13.36130 8.94897 -1.11607 -0.1 -0.2 -0.3 -0.705
O -19.23263 4.99986 -3.05291 -0.4 0.2 -0.5 -0.615
O -16.19832 6.94720 -0.67018 0.2 0.9 0.3 -0.544
O -14.15814 7.08542 -3.01741 -0.1 -0.3 -0.4 -0.596
O -16.87449 7.56867 -3.52465 -0.5 0.2 -0.7 -0.715
O -18.70999 6.25793 0.32617 -0.4 -0.4 0.2 -0.646
O -17.00798 4.34992 -1.51333 0.2 0.2 0.3 -0.646
O -16.08299 4.99805 -4.23248 0.4 -0.7 -0.1 -0.587
O -16.01909 9.93314 1.18493 -0.1 0.5 -0.3 -0.642
O -13.32714 8.63284 1.60925 -0.1 -0.3 0.8 -0.660
H -17.85735 6.20931 -0.10612 0.0 0.2 0.1 0.423
H -18.93701 7.18758 0.30524 -0.1 0.2 0.0 0.288
H -13.58535 8.36139 0.72841 0.2 0.1 -0.2 0.342
H -15.35593 9.59985 1.78939 0.2 -0.3 0.3 0.351
H -19.99108 4.56640 -2.66162 -0.2 0.0 0.1 0.305
H -13.27671 9.58750 1.56105 0.2 0.2 -0.1 0.297
H -15.93090 7.60142 -3.68211 0.5 0.2 0.3 0.363
H -13.74347 7.69002 -2.40200 0.1 0.3 0.5 0.341
H -12.62334 9.09767 -1.70728 0.5 0.2 0.0 0.307
H -16.40989 5.88712 -4.09492 -0.7 0.4 0.3 0.390
H -14.00055 9.61952 -1.35679 -0.4 0.4 0.0 0.340
H -16.31409 9.16072 0.70266 -0.2 -0.4 -0.1 0.295
H -18.49782 4.74967 -2.49283 0.3 -0.1 0.2 0.395
H -15.27222 7.15039 -0.80165 0.3 0.0 0.0 0.184
H -16.96397 3.86161 -0.69123 -0.2 -0.1 0.4 0.255
H -13.63282 7.15644 -3.81442 0.2 -0.2 -0.3 0.297
H -16.34085 3.94606 -2.06836 0.3 0.0 -0.7 0.244
H -16.97777 7.87002 -2.62201 -0.1 -0.1 0.4 0.322
H -15.58106 5.05007 -5.04585 0.1 -0.2 -0.2 0.259
H -16.34439 6.15145 -1.18172 0.0 -0.8 -0.5 0.358
```
Forces are in eV/Å.

## Properties
HOMO level = -10.21 eV
LUMO energy = -0.01816 Ha
Energy relative to the best compared isomer or geometry (same formula, charge and spin) = 2.694 eV
SMILES = O.O.O.O.O.O.O.O.O.O

The following is a quantum chemistry calculation of a structure of composition C5H3F, from the OMol25 dataset.

The geometry in XYZ format:
```
9
Properties=species:S:1:pos:R:3:forces:R:3:mulliken_charge:R:1
F 5.17510 0.44395 -0.06713 0.3 0.2 0.3 -0.252
C 1.00401 -1.23812 -0.08179 7.0 0.3 0.4 -0.337
C -0.56028 0.73683 -0.02083 0.4 -1.6 -0.9 -0.667
C 0.19207 -0.32156 0.06058 -2.9 3.2 0.0 0.254
C 2.81478 -0.44268 0.03812 0.8 -0.3 -0.5 -0.355
C 3.98844 -0.01294 0.07465 -5.0 -1.9 -0.5 0.416
H -0.76396 1.45909 0.66319 -0.4 1.4 2.8 0.302
H -1.10670 0.94698 -0.88743 -0.2 0.1 -1.8 0.251
H 1.10845 -2.27039 -0.04759 0.0 -1.4 0.2 0.387
```
Forces are in eV/Å.

## Properties
HOMO level = -9.46 eV
LUMO energy = -0.00991 Ha
Energy relative to the best compared isomer or geometry (same formula, charge and spin) = 3.593 eV